22
Properties=species:S:1:pos:R:3:forces:R:3 method="wB97M-V/def2-TZVPD" e_above_lowest_kcal_mol=136.5 gap_ev=10.06 homo_energy_ha=-0.3505 e_tot_ev=-12012.8045
C -1.955 0.468 -0.473 -2.95 3.15 -1.62
C -0.863 -0.329 0.157 0.97 -1.93 1.01
C -1.162 -1.950 0.080 1.35 2.65 -1.32
C 0.507 0.347 0.201 0.83 -3.20 -1.72
C 1.686 -0.671 -0.400 0.15 2.48 0.63
C 0.822 1.712 -0.284 -0.37 0.76 -1.74
H -1.726 0.574 -1.817 -0.80 -0.35 4.37
H -3.191 0.156 -0.308 3.88 0.37 -0.51
H -1.912 1.603 0.000 -0.25 -2.96 -1.79
H -1.932 -2.119 0.814 -0.58 -0.30 -0.26
H -1.351 -2.176 -0.992 -0.82 0.16 0.80
H -0.328 -2.607 0.263 0.49 0.08 0.67
H 0.299 -0.530 1.942 0.15 -1.59 1.08
H 1.697 -0.474 -1.570 0.01 -0.73 2.61
H 1.319 -1.639 -0.074 0.68 -0.34 -0.49
H 3.249 -0.479 1.090 -0.91 0.14 -3.69
H 0.593 1.708 -1.465 1.17 0.11 2.40
H 1.931 1.827 0.009 -1.55 0.52 -0.86
H -0.532 2.118 1.040 1.77 2.37 -2.15
N -0.222 0.163 1.484 -0.54 1.51 -2.79
O 3.120 -0.404 0.035 -1.84 -0.52 2.58
O -0.049 2.701 0.265 -0.83 -2.39 2.77

***

130
Properties=species:S:1:pos:R:3:forces:R:3 method="wB97M-V/def2-TZVPD" e_above_lowest_kcal_mol=321.4 gap_ev=7.76 homo_energy_ha=-0.2968 e_tot_ev=-195678.3526
C -2.800 -1.309 3.474 1.62 -0.52 1.22
S -2.541 0.397 3.904 0.33 1.11 -1.53
O -2.684 1.161 2.590 -0.25 -0.43 1.33
C -3.990 0.754 5.005 1.06 0.19 0.56
H -2.126 -1.790 4.211 -0.50 -0.36 -0.53
H -2.647 -1.710 2.480 0.63 0.87 -0.36
H -3.779 -1.556 3.665 -2.41 -0.72 0.75
H -4.028 0.033 5.872 -0.17 0.18 -1.31
H -4.897 0.789 4.337 0.79 0.31 1.13
H -3.605 1.683 5.561 -1.21 -0.78 -1.36
C 1.632 -1.091 -7.044 -6.27 2.25 -2.83
S 1.627 -1.762 -5.515 0.59 -1.46 2.05
O 2.872 -2.580 -5.449 -0.16 -0.14 0.35
C 1.984 -0.209 -4.840 -0.51 3.52 -4.55
H 0.865 -1.706 -7.583 1.28 0.25 -0.51
H 2.541 -0.950 -7.517 1.85 0.06 -0.76
H 0.992 -0.060 -6.982 1.76 -2.24 -0.27
H 2.792 0.253 -5.518 -0.75 -0.73 1.33
H 2.237 -0.236 -3.900 1.62 -0.34 5.19
H 1.144 0.551 -4.923 0.54 -1.24 0.07
C -0.705 0.508 -0.676 2.31 2.00 2.21
S 0.435 -0.888 -0.510 2.01 2.01 -1.20
O 1.778 -0.423 -1.197 -2.56 -1.02 1.39
C 0.746 -0.629 1.252 6.46 3.11 -4.21
H -1.473 0.617 0.005 -2.56 -1.75 1.53
H -1.059 0.588 -1.635 -0.60 0.31 -2.32
H -0.394 1.529 -0.220 1.26 -1.23 -1.64
H 1.348 0.504 1.224 -1.79 -3.52 0.64
H 1.367 -1.473 1.496 0.79 0.04 0.35
H -0.064 -0.708 1.766 -5.27 0.16 3.32
C 6.842 -2.160 -0.751 1.17 2.28 3.79
S 6.380 -0.922 -1.966 1.17 0.13 -0.89
O 7.347 -0.960 -3.154 -1.14 -0.28 1.55
C 4.837 -1.708 -2.520 3.03 3.06 -2.86
H 6.142 -2.113 0.156 0.55 0.27 -1.44
H 7.866 -1.920 -0.205 -1.92 -0.43 -1.67
H 6.787 -3.111 -1.138 0.27 -2.20 -1.09
H 5.023 -2.668 -2.866 0.53 -1.74 -1.11
H 4.695 -0.950 -3.379 -1.02 -1.56 1.39
H 4.267 -1.782 -1.691 -2.72 0.57 2.28
C -4.661 3.936 2.637 0.24 -3.41 1.46
S -3.702 5.160 1.866 0.64 0.02 -0.44
O -3.368 6.066 2.995 0.20 0.75 0.27
C -2.244 4.089 1.747 -1.69 -0.39 -3.50
H -4.560 4.193 3.748 0.30 -0.95 -1.33
H -4.391 2.808 2.288 -0.35 2.71 1.24
H -5.686 4.037 2.456 -1.67 0.46 -0.56
H -2.003 3.849 2.718 0.82 -0.50 2.12
H -1.605 4.780 1.227 0.99 -0.20 -0.11
H -2.466 3.136 1.131 0.47 1.71 0.92
C 3.291 -4.108 2.659 -0.98 -0.64 -2.75
S 3.231 -5.786 1.990 -3.68 -2.95 1.04
O 1.726 -6.072 1.528 3.45 1.28 0.73
C 4.314 -5.746 0.577 2.49 -3.33 2.88
H 2.938 -3.504 1.843 -0.63 0.61 -0.42
H 4.292 -3.830 2.708 1.83 0.41 1.11
H 2.619 -4.018 3.479 0.03 -0.14 0.85
H 5.331 -5.671 1.117 -1.30 0.91 -1.39
H 3.850 -5.045 0.029 -0.39 2.94 -2.78
H 4.409 -6.746 0.058 -0.80 1.05 0.74
C -5.367 3.246 -2.202 -2.61 4.10 4.27
S -3.820 4.168 -2.327 0.16 4.35 1.44
O -3.623 5.337 -1.250 -1.01 -3.46 -2.36
C -2.816 2.824 -1.949 -3.31 -3.93 0.03
H -6.236 3.998 -2.506 1.85 -1.75 0.49
H -5.582 2.957 -1.058 0.57 0.57 -2.42
H -5.333 2.411 -2.780 0.07 -2.34 -1.84
H -3.176 2.176 -2.890 1.62 0.82 1.89
H -3.295 2.209 -1.028 1.63 1.50 -1.74
H -1.794 3.092 -1.921 1.17 -0.04 0.07
C -2.867 -4.983 0.235 0.46 0.70 -4.29
S -1.103 -4.733 0.184 1.13 1.68 -1.23
O -0.816 -3.487 -0.714 -0.94 -2.18 1.51
C -0.883 -4.060 1.855 3.62 -0.82 1.99
H -3.250 -4.068 0.506 -1.33 2.01 0.99
H -2.990 -5.717 0.916 -0.90 -2.44 2.26
H -3.351 -5.230 -0.790 1.28 0.09 1.65
H 0.305 -4.138 2.060 -2.33 0.61 -1.27
H -1.062 -4.597 2.824 -1.09 -0.22 -1.29
H -1.203 -3.032 1.949 -0.14 0.13 -0.37
C 6.222 1.369 3.764 -0.40 0.26 3.89
S 5.464 0.985 2.237 1.33 -0.94 -3.12
O 6.460 0.167 1.320 -2.18 1.36 2.48
C 4.293 -0.138 2.999 -1.41 0.38 0.70
H 5.320 1.608 4.538 2.23 -0.42 -1.90
H 6.924 2.216 3.823 -0.63 -0.01 -0.80
H 6.837 0.537 4.197 -0.83 0.21 -0.59
H 4.813 -0.784 3.635 1.15 -1.53 0.58
H 3.581 -0.673 2.387 0.44 -0.04 -0.86
H 3.638 0.342 3.741 0.25 0.76 -0.47
C 1.218 3.318 2.778 1.12 0.49 0.21
S 2.549 4.359 3.465 1.96 -2.12 0.23
O 3.851 3.637 3.009 -2.06 1.29 0.77
C 2.315 5.707 2.405 1.90 0.48 -5.91
H 0.412 4.092 2.628 0.07 -1.73 0.37
H 1.182 2.375 3.422 -0.75 1.59 -0.78
H 1.706 3.057 1.824 -0.59 0.00 0.12
H 3.168 6.436 2.386 -0.33 -1.06 0.51
H 1.473 6.361 2.434 -1.14 -0.19 0.61
H 2.367 5.264 1.116 -0.26 1.18 3.95
C -5.034 -0.267 0.298 2.14 -2.68 -2.70
S -5.938 -1.811 -0.084 1.54 -0.24 1.21
O -5.853 -2.691 1.145 -0.08 0.73 -0.67
C -7.491 -1.004 -0.127 -0.63 -0.11 -0.59
H -5.047 0.416 -0.518 0.05 0.20 -1.19
H -4.004 -0.531 0.529 0.12 -0.08 -0.24
H -5.374 0.251 1.071 -2.01 1.72 3.79
H -8.230 -1.695 0.332 0.13 0.55 -0.97
H -7.540 -0.660 -1.178 -0.89 -0.72 0.28
H -7.429 -0.088 0.400 -0.20 0.70 1.07
C 3.063 2.360 -0.719 1.94 2.56 -1.57
S 2.228 2.257 -2.334 -1.71 3.18 0.70
O 1.026 3.224 -2.155 0.64 -1.76 -0.15
C 3.355 3.333 -3.276 -0.24 -0.72 3.40
H 2.622 1.834 0.028 -1.43 -2.90 1.44
H 2.792 3.378 -0.204 1.54 -0.94 -1.83
H 4.137 1.978 -0.911 -1.46 1.14 0.87
H 3.095 3.458 -4.236 -1.21 -0.05 -3.43
H 4.256 2.867 -3.150 2.71 -1.59 -0.43
H 3.570 4.279 -2.861 -0.66 1.24 0.99
C -4.286 -3.205 -2.945 2.98 0.22 -1.20
S -3.783 -1.850 -4.001 -3.28 3.15 -0.30
O -4.377 -0.522 -3.412 1.16 -2.13 -0.59
C -2.008 -1.743 -3.835 -3.35 -0.11 5.50
H -3.794 -3.083 -2.017 -0.29 0.44 1.58
H -3.604 -3.941 -3.389 -0.87 -0.82 -0.20
H -5.332 -3.378 -2.984 -0.64 -0.22 0.01
H -1.786 -2.588 -4.315 2.14 -3.12 -1.96
H -1.953 -1.861 -2.680 1.12 0.72 -1.96
H -1.888 -0.843 -4.319 1.19 1.99 -0.72

***

8
Properties=species:S:1:pos:R:3:forces:R:3 method="wB97M-V/def2-TZVPD" e_above_lowest_kcal_mol=2.8 gap_ev=9.87 smiles="N=C=O.N=C=S" homo_energy_ha=-0.3453 e_tot_ev=-17968.8530
N 2.296 -1.201 -0.019 0.41 0.95 0.34
C 1.812 -0.119 0.102 0.20 -1.40 -0.52
O 1.430 0.974 0.190 -0.24 0.85 0.20
H 2.131 -2.153 -0.217 -0.35 -0.42 -0.07
N -1.544 1.343 -0.023 1.86 1.69 -0.09
C -2.214 0.400 0.150 -1.97 -1.70 -0.63
S -3.320 -0.733 0.154 0.29 -0.03 0.45
H -0.592 1.489 -0.336 -0.20 0.06 0.31